Density functional theory data (ωB97M-V/def2-TZVPD) for a cluster of 2 separate species, C5H10N in total.

## Properties
* LUMO energy: -0.1947 Eh
* calculated total energy: -6825.84114 eV
* gap between HOMO and LUMO: 7.69 eV
* energy relative to the best compared isomer or geometry (same formula, charge and spin): 100.6 kcal per mole
* net charge: +1
* molecular weight: 84.1 g/mol

The geometry in XYZ format:
```
16
Properties=species:S:1:pos:R:3:forces:R:3
N 1.81789 -0.30385 -0.99188 0.01 1.41 2.33
C 2.55798 -0.80987 -2.12652 -3.50 0.08 -0.97
C 0.41837 -0.13186 -0.58433 1.91 -1.29 1.29
C -3.22008 0.66563 2.34677 -0.89 0.90 -0.04
C -2.33633 0.62509 1.34943 1.57 -1.39 -0.86
C 1.71721 0.13425 0.20142 -0.39 -1.80 -1.76
H -2.35334 -0.04275 0.39628 -0.54 1.08 1.92
H -4.21041 0.12435 2.36155 1.32 0.67 -0.17
H -1.31281 1.07685 1.49917 -1.37 0.06 -0.23
H 3.46107 -0.31516 -2.22566 2.26 0.12 0.27
H 1.94676 -0.43677 -3.00086 0.60 -0.76 0.70
H -0.12663 -1.05871 -0.45678 -0.10 0.12 0.29
H 2.41386 -1.88918 -2.01342 0.96 0.06 -0.53
H -0.03742 0.68286 -1.01379 -1.25 1.73 -0.75
H -3.06651 1.45839 3.13386 -0.11 -1.33 -0.61
H 2.33040 0.22075 1.12477 -0.49 0.32 -0.88
```
Forces are in eV/Å.

Löwdin atomic charge list, values in e, 4 entries: -0.063, 0.060, 0.028, -0.083

Density functional theory data (ωB97M-V/def2-TZVPD) for a structure of composition C18H25CaCl2N4O2PS5.

## Properties
* LUMO energy (alpha / beta): 0.0837 / 0.0836 Eh
* calculated total energy: -136083.21776 eV
* gap between HOMO and LUMO (alpha / beta): 4.63 / 6.46 eV
* energy relative to the best compared isomer or geometry (same formula, charge and spin): 15.2 kcal per mole
* net charge: -1
* molecular weight: 631.7 g/mol
* spin multiplicity: 2

The geometry in XYZ format:
```
58
Properties=species:S:1:pos:R:3:forces:R:3
Ca 1.37630 0.22108 -0.84872 -0.49 -0.03 -0.60
Cl -0.34658 2.49600 -2.87623 0.02 -0.02 -0.19
Cl 0.01723 -0.21834 -3.98480 -0.19 0.17 -0.05
S 5.98368 0.84815 -3.14344 -0.16 0.04 0.14
S 0.48590 2.40248 0.86871 -0.11 -0.18 -0.29
S 2.96815 1.32769 -2.88399 0.43 -0.33 0.26
S -1.45307 -0.05655 -0.67312 0.02 0.05 0.09
S 1.58269 -2.71244 -2.11768 -0.23 0.20 0.14
P -1.24408 1.52857 0.52535 -0.44 0.26 0.32
O -1.94207 1.02927 1.89393 0.08 0.09 0.38
O -2.21102 2.72436 0.02736 -0.22 -0.04 -0.25
N 1.47867 -0.70872 1.42865 0.15 -0.18 0.51
N 4.67996 0.29923 -0.98277 -0.52 -0.02 0.05
N 3.52419 0.13363 -0.21563 1.30 0.08 0.36
N 0.00768 -3.44729 -0.12901 0.52 0.34 0.10
C 2.90691 -0.33234 3.38296 -0.05 -0.09 -0.20
C 4.46390 0.74803 -2.17574 -0.01 0.10 0.05
C -0.97109 1.25708 -3.97917 0.12 -0.02 0.13
C -2.26691 -3.68087 -1.54512 -0.42 -0.10 0.07
C -1.10987 -3.83443 0.51234 -0.23 -0.04 0.27
C -2.27529 -3.97256 -0.16344 -0.11 -0.03 0.04
C 0.64723 -1.10883 3.66363 0.22 0.03 0.08
C 2.71052 -0.33576 1.96964 -0.17 -0.16 -0.03
C -4.57153 2.10898 0.18632 -0.05 -0.03 0.07
C -1.70509 1.66305 3.16794 -0.16 0.03 -0.28
C 1.90272 -0.71294 4.21723 -0.24 -0.04 0.04
C 0.09513 -3.13720 -1.45246 -0.03 -0.35 -0.36
C 3.74597 0.03715 1.09173 -0.10 -0.06 -0.38
C -1.13270 -3.29014 -2.17189 0.51 0.24 -0.14
C -2.65744 2.82081 3.39745 -0.02 0.01 -0.03
C -3.41790 2.50469 -0.71206 0.07 0.01 0.17
C 5.42354 0.09468 -4.68360 0.00 0.07 -0.05
C 0.51151 -1.06947 2.29643 0.35 0.17 -0.13
H 4.74122 0.23391 1.48105 0.02 -0.01 0.03
H -2.54321 3.56561 2.60696 0.01 -0.02 0.06
H 5.23662 -0.97075 -4.54498 -0.01 0.04 -0.03
H 0.85751 -3.27041 0.40192 -0.08 0.00 -0.01
H 2.04810 -0.69670 5.29202 0.00 -0.03 -0.03
H -1.84529 0.87915 3.90657 -0.04 -0.10 0.07
H -0.18619 -1.40334 4.29038 0.05 0.03 -0.04
H -3.62086 3.44537 -1.21995 0.02 0.10 0.00
H 3.87223 -0.02341 3.76910 -0.04 0.01 -0.01
H -1.11640 -3.06205 -3.22742 0.02 0.03 0.02
H -5.50186 2.08378 -0.39028 0.07 -0.01 0.04
H -0.67099 1.99396 3.21960 0.13 0.00 -0.05
H -2.43676 3.29672 4.35809 -0.03 -0.05 -0.06
H -3.18847 -3.76287 -2.11185 0.06 -0.02 0.03
H -4.68536 2.82623 1.00308 -0.01 -0.03 -0.07
H 6.22195 0.23481 -5.41669 -0.07 -0.02 0.07
H -1.00775 -4.01147 1.57362 0.02 0.04 -0.01
H -3.24379 1.73775 -1.46536 0.05 -0.05 -0.07
H -0.97406 1.67068 -4.97759 0.00 0.01 -0.09
H -4.39676 1.12144 0.61828 -0.02 0.06 -0.01
H -0.44760 -1.30202 1.84867 -0.09 -0.03 -0.10
H 4.51440 0.58947 -5.02369 0.05 -0.04 -0.01
H -1.96357 0.99227 -3.64189 -0.08 -0.06 0.05
H -3.69675 2.48012 3.40638 0.08 0.02 0.00
H -3.17364 -4.27531 0.35321 0.02 0.01 -0.02
```
Forces are in eV/Å.

Löwdin atomic charge list, values in e, 4 entries: 0.702, 0.528, 0.494, 0.733

Density functional theory data (ωB97M-V/def2-TZVPD) for an isolated molecule of C4H6N2O2.

## Properties
* LUMO energy: -0.0143 Eh
* calculated total energy: -11315.01541 eV
* gap between HOMO and LUMO: 9.44 eV
* energy relative to the best compared isomer or geometry (same formula, charge and spin): 139.0 kcal per mole
* SMILES: [H]/N=C(/N)[C@@H]1O[C@H]1C=O
* molecular weight: 114.1 g/mol

The geometry in XYZ format:
```
14
Properties=species:S:1:pos:R:3:forces:R:3
O 2.41878 2.81042 -0.09070 -7.51 -3.52 -0.04
O -0.82654 1.22294 -0.43560 1.72 -2.99 -0.33
N 0.21768 -2.42517 0.05902 -2.54 0.17 0.16
N -2.00641 -1.30410 -0.41614 7.26 -3.04 1.78
C -0.16462 0.02693 0.25002 -0.15 5.86 4.86
C 1.18454 2.27461 0.02975 7.02 3.03 2.26
C 0.64765 0.96612 -0.54307 -1.48 0.60 -0.67
C -0.59868 -1.31495 -0.02066 -7.08 0.99 -2.61
H 0.95783 0.42770 -1.46689 0.18 1.39 0.33
H -0.24797 0.42465 1.44787 0.51 -1.79 -3.04
H -2.21279 -0.34387 -0.48480 -0.46 1.45 -0.18
H -0.55815 -3.10999 -0.21894 2.12 -0.11 1.15
H 0.67605 -2.45664 1.00294 -0.66 -0.66 -1.33
H 0.51264 2.80135 0.88717 1.06 -1.36 -2.33
```
Forces are in eV/Å.

Löwdin atomic charge list, values in e, 4 entries: -0.060, -0.091, 0.103, 0.127

Density functional theory data (ωB97M-V/def2-TZVPD) for a structure of composition C49H35BrF3N10O4S2V.

## Properties
* LUMO energy (alpha / beta): -0.1336 / -0.1170 Eh
* calculated total energy: -200021.48309 eV
* gap between HOMO and LUMO (alpha / beta): 6.90 / 7.37 eV
* energy relative to the best compared isomer or geometry (same formula, charge and spin): 25.1 kcal per mole
* net charge: +1
* molecular weight: 1079.9 g/mol
* spin multiplicity: 2

The geometry in XYZ format:
```
105
Properties=species:S:1:pos:R:3:forces:R:3
Br 3.45738 -6.47685 -6.77844 -0.02 0.03 -0.09
V -0.27764 0.50161 -1.00001 0.17 0.95 0.69
S -2.90888 1.32291 0.80697 0.33 -0.26 -0.14
S 0.76976 0.26077 1.17628 -0.17 0.04 -0.07
F 2.52326 -0.55608 3.54272 0.02 -0.06 -0.05
F 2.33038 0.64898 5.31645 0.01 0.00 -0.01
F 0.56225 -0.02412 4.28975 -0.11 -0.02 -0.02
O -1.16345 3.67663 -0.47115 -0.18 -0.08 0.06
O 2.20000 1.63259 -2.84535 0.01 -0.23 -0.03
O -1.81711 1.00920 -0.28187 -2.18 0.42 0.67
O 0.94561 -0.46429 -1.53276 1.92 -1.80 -1.18
N 0.40016 2.24573 -1.46992 0.18 0.63 -0.39
N 4.13700 -5.93798 -0.75229 -0.64 -0.27 -0.22
N 1.30924 2.89431 1.26579 0.10 0.03 0.09
N -0.38158 -2.22907 -0.15628 0.07 -0.04 -0.09
N -0.79644 -2.09144 -3.24235 0.01 -0.07 -0.08
N 0.37385 -1.74069 -5.14065 0.07 -0.13 0.14
N 0.45190 -3.02456 -4.75753 0.05 0.03 -0.13
N 3.52822 -5.14656 -0.02542 0.36 0.35 -0.25
N -1.10810 2.15074 -5.56402 -0.02 -0.04 0.08
N -1.36700 0.74855 -3.16919 0.40 -0.12 0.14
C 3.52925 -3.04560 -1.27530 0.12 0.09 -0.03
C 0.73018 -4.70632 0.56047 0.08 0.01 0.04
C -2.65110 -1.25618 5.06287 -0.02 0.03 -0.02
C 0.57169 5.92545 -1.64600 0.01 0.11 0.02
C -2.91977 2.50363 3.26746 -0.09 0.03 -0.05
C -0.24956 -3.22176 -3.63180 -0.03 0.05 0.04
C 2.85225 -3.99628 -0.56615 -0.27 -0.17 0.19
C 1.52130 6.67892 -2.33034 0.02 -0.03 -0.01
C 0.69762 4.55381 -1.70783 -0.10 -0.02 0.10
C 1.50766 -3.76900 -0.15739 0.01 -0.13 -0.01
C 4.91542 -6.28632 -4.35019 0.05 -0.01 0.12
C 1.70543 3.94837 -2.42093 0.05 -0.12 -0.03
C 2.52064 -6.10432 -4.13033 0.02 0.04 0.01
C -0.56260 -4.39563 0.86569 -0.02 0.01 0.01
C -4.11018 3.18622 3.02505 0.05 0.04 -0.06
C -4.53801 3.29534 5.38676 -0.01 -0.02 -0.03
C 3.91853 -5.96208 -2.18440 0.36 0.12 0.21
C 3.65309 -6.25827 -4.91732 -0.02 0.00 0.04
C 1.34240 1.74916 1.93943 -0.05 0.03 -0.07
C -4.91879 3.57752 4.08161 0.01 -0.04 0.04
C 1.82604 1.69993 3.26481 -0.06 -0.07 0.04
C -3.11399 -0.38208 1.43483 -0.02 0.02 -0.07
C -3.34612 2.62683 5.62962 0.04 0.00 -0.03
C 0.89219 -2.56169 -0.51224 -0.32 0.08 0.13
C -1.76700 2.65940 -4.52177 0.03 0.01 -0.17
C 2.65536 -5.94219 -2.76269 -0.11 -0.06 0.12
C -3.41985 -0.55967 2.88927 0.07 0.06 0.04
C 2.65401 4.67762 -3.10607 0.05 0.04 -0.04
C -0.37788 -1.21711 -4.19479 -0.10 0.25 0.07
C -4.66591 -0.24980 3.42946 -0.03 -0.08 -0.06
C 2.91098 -1.82550 -1.62826 0.29 -0.04 -0.32
C 5.03906 -6.16950 -2.97267 0.10 0.08 -0.11
C 1.81854 0.43789 4.09305 0.04 0.10 -0.02
C -0.79523 0.19500 -4.24041 -0.01 -0.14 -0.03
C 2.28716 4.04529 3.12251 0.02 0.00 0.02
C -0.64161 0.92165 -5.42309 -0.09 0.07 -0.11
C 1.52742 2.47194 -2.30927 -0.22 0.12 0.26
C 1.77467 4.00451 1.84274 -0.05 -0.07 -0.07
C -0.15104 3.48859 -1.10668 0.25 -0.20 -0.05
C -2.00270 2.10121 2.14407 0.16 0.14 -0.06
C -1.87956 1.97255 -3.33280 -0.12 -0.05 0.28
C -3.89074 -0.94038 5.59811 -0.01 0.00 -0.04
C -2.41295 -1.05853 3.70853 -0.02 0.01 0.06
C -1.07236 -3.13312 0.49327 0.03 0.00 0.00
C 2.54838 6.06431 -3.04725 -0.03 -0.01 0.03
C 1.62409 -1.61835 -1.26673 -0.54 0.48 0.19
C 2.30001 2.86193 3.84359 0.02 0.08 0.03
C -4.89812 -0.43507 4.78110 0.05 0.00 0.02
C -2.53990 2.22667 4.57350 -0.03 0.01 0.11
H 2.67291 2.84000 4.85763 0.01 0.00 -0.01
H -1.23188 1.38749 2.43196 -0.02 0.06 0.17
H -1.61557 1.69265 4.76431 -0.03 0.01 -0.01
H -4.07704 -1.08682 6.65426 0.00 0.00 -0.01
H -5.86294 -0.18330 5.20164 0.01 -0.01 -0.01
H 1.46219 7.75910 -2.30919 0.01 0.00 0.00
H -0.23003 6.39143 -1.08772 0.00 -0.01 -0.01
H 4.56155 -3.21801 -1.54984 -0.01 0.02 0.00
H -5.84142 4.10865 3.88621 0.01 -0.01 0.00
H 1.77310 -5.84392 -2.14339 -0.01 0.00 0.01
H 3.43631 -1.06591 -2.19355 0.01 -0.01 0.06
H -0.34238 -4.18089 -3.14564 0.02 0.03 -0.01
H 5.78933 -6.42022 -4.97226 -0.01 -0.01 0.01
H -5.45349 0.13805 2.79218 0.01 0.00 0.02
H 0.98853 -3.67791 -5.30541 0.01 -0.03 0.03
H 3.27289 6.67722 -3.56734 -0.02 0.00 0.00
H -3.04214 2.40948 6.64542 -0.01 0.00 0.00
H -2.13092 -0.78692 1.19751 -0.02 -0.11 0.02
H -2.09275 -2.87685 0.75736 0.01 -0.02 0.00
H 2.65901 4.96796 3.54469 -0.01 -0.02 0.00
H -2.19128 3.64908 -4.63256 0.00 0.00 0.00
H -1.53940 2.96383 1.66068 0.06 -0.04 -0.07
H 3.44238 4.18865 -3.66304 -0.02 0.01 0.00
H -1.43767 -1.28296 3.28857 -0.02 0.00 0.00
H 1.72702 4.90334 1.23661 -0.01 0.00 -0.01
H -5.16909 3.59635 6.21279 0.01 0.01 -0.01
H 6.01079 -6.22121 -2.49724 -0.01 -0.03 -0.04
H -2.36070 2.41874 -2.47077 0.06 0.02 0.00
H -3.86930 -0.81906 0.77985 0.02 0.00 -0.02
H -1.86452 -1.64693 5.69608 -0.02 0.01 -0.02
H 1.54135 -6.12920 -4.59018 -0.03 -0.05 0.02
H -1.19500 -5.08795 1.40343 0.00 0.02 0.01
H 1.17242 -5.64638 0.86523 -0.01 -0.01 -0.01
H -0.12507 0.47497 -6.26257 -0.01 0.00 0.00
H -4.40435 3.42808 2.00846 0.01 0.01 0.04
```
Forces are in eV/Å.

Löwdin atomic charge list, values in e, 4 entries: 0.770, 0.885, 1.160, 0.841